Entry 1:
Molecular formula: C7H11N
Method: DFT, ωB97M-V/def2-TZVPD

Properties
Strongest force on any atom ... 12.59 eV/A
E_HOMO ... -9.37 eV
Energy above the lowest of the compared OMol25 structures with the same formula, charge and spin ... 4.211 eV

The geometry in ORCA input format:
```
! wB97M-V def2-TZVPD RIJCOSX def2/J DEFGRID3
* xyz 0 1
C 1.129 -1.113 -1.176
C 1.903 -0.092 -0.642
C 1.676 0.250 0.518
C 0.821 -0.395 1.464
C 0.045 -1.418 0.996
C 0.100 -1.763 -0.418
C -1.972 1.254 0.209
H 1.305 -1.340 -2.181
H 2.397 0.605 -1.241
H 2.019 1.280 0.826
H 0.701 -0.117 2.549
H -0.693 -1.788 1.474
H -0.396 -2.578 -0.795
H -0.196 1.284 -0.382
H -1.291 0.746 -1.673
H -2.861 1.900 0.226
H -2.144 0.123 -0.004
H -1.474 1.446 1.077
N -1.068 1.717 -0.826
*
```


Entry 2:
Molecular formula: C7H11N
Method: DFT, ωB97M-V/def2-TZVPD

Properties
Strongest force on any atom ... 2.55 eV/A
E_HOMO ... -7.98 eV
Energy above the lowest of the compared OMol25 structures with the same formula, charge and spin ... 3.216 eV
Structure (SMILES) ... C=C/C=C/CNC=C

The geometry in ORCA input format:
```
! wB97M-V def2-TZVPD RIJCOSX def2/J DEFGRID3
* xyz 0 1
C -3.032 -2.663 -1.423
C -2.574 -1.532 -0.900
C -1.154 -1.240 -0.654
C -0.730 -0.266 0.140
C 0.750 -0.173 0.539
N 1.130 1.199 0.743
C 2.339 1.776 0.398
C 2.911 2.804 1.030
H -2.580 -3.487 -1.973
H -4.089 -2.947 -1.362
H -3.316 -0.946 -0.364
H -0.470 -1.873 -1.203
H -1.194 0.504 0.756
H 1.425 -0.681 -0.166
H 0.863 -0.824 1.427
H 0.838 1.515 1.653
H 2.816 1.304 -0.457
H 2.396 3.662 1.464
H 3.916 3.147 0.808
*
```


Entry 3:
Molecular formula: C7H11N2
Method: DFT, ωB97M-V/def2-TZVPD

Properties
Strongest force on any atom ... 3.87 eV/A
E_HOMO ... -13.06 eV
Energy above the lowest of the compared OMol25 structures with the same formula, charge and spin ... 4.508 eV

The geometry in ORCA input format:
```
! wB97M-V def2-TZVPD RIJCOSX def2/J DEFGRID3
* xyz 1 1
C 2.165 1.264 -0.328
C 2.089 0.300 -1.285
C -1.841 -0.193 -0.627
C 1.651 -0.704 0.772
C 2.032 0.658 0.900
C 1.583 -0.895 -0.705
C -3.581 0.444 1.102
N -2.616 -0.082 0.263
N -0.862 -0.421 -1.389
H 2.217 2.271 -0.443
H 2.496 0.293 -2.296
H 2.138 -1.562 1.347
H 0.694 -0.597 1.173
H 2.317 1.126 1.917
H 1.710 -1.872 -1.112
H -3.324 1.474 1.300
H -4.596 0.321 0.627
H -3.553 -0.031 2.097
H -1.095 -1.004 -2.177
H 0.377 -0.792 -1.135
*
```


Entry 4:
Molecular formula: C7H11N2
Method: DFT, ωB97M-V/def2-TZVPD

Properties
Strongest force on any atom ... 6.23 eV/A
E_HOMO (spin up / spin down) ... -11.57 / -13.15 eV
Energy above the lowest of the compared OMol25 structures with the same formula, charge and spin ... 2.979 eV

The geometry in ORCA input format:
```
! wB97M-V def2-TZVPD RIJCOSX def2/J DEFGRID3
* xyz 1 3
C -1.291 0.843 -1.057
C -1.659 -0.487 -0.867
C 0.686 0.614 -0.022
C 1.327 -0.157 1.036
C 1.346 -1.714 0.600
C -0.045 -2.176 0.231
C -0.222 2.783 -0.431
N -0.262 1.310 -0.496
N -0.719 -1.184 -0.387
H -2.128 1.441 -1.284
H -2.521 -0.953 -1.267
H 2.430 0.117 1.149
H 0.837 -0.076 2.013
H 1.886 -1.821 -0.396
H 1.677 -2.358 1.468
H 0.043 -2.992 -0.374
H -0.542 -2.532 1.148
H -0.751 3.158 -1.274
H -0.802 3.017 0.448
H 0.711 3.165 -0.238
*
```


Entry 5:
Molecular formula: C7H11N2O2S
Method: DFT, ωB97M-V/def2-TZVPD

Properties
Strongest force on any atom ... 5.49 eV/A
E_HOMO (spin up / spin down) ... -10.18 / -10.18 eV
Energy above the lowest of the compared OMol25 structures with the same formula, charge and spin ... 4.902 eV

The geometry in ORCA input format:
```
! wB97M-V def2-TZVPD RIJCOSX def2/J DEFGRID3
* xyz 1 1
C -0.417 0.189 0.462
C -1.555 0.746 0.312
C -0.079 -1.177 0.899
C 0.939 0.737 0.206
C 0.786 2.281 -0.035
C -0.255 -3.590 0.414
C 1.747 2.787 -1.232
N -0.533 -2.288 0.150
N -2.786 1.079 0.076
O 0.602 -1.360 1.863
O -0.411 2.652 -0.271
S -0.822 -4.968 -0.279
H 1.740 0.453 0.865
H 1.208 0.261 -0.821
H 1.205 2.923 0.790
H 0.548 -3.730 1.153
H 2.114 3.782 -1.086
H 1.086 2.631 -2.072
H 2.577 2.024 -1.175
H -1.266 -2.256 -0.618
H -3.308 1.507 0.823
H -3.092 1.138 -0.831
H -0.027 -5.820 0.407
*
```


Entry 6:
Molecular formula: C7H11N2OS
Method: DFT, ωB97M-V/def2-TZVPD

Properties
Strongest force on any atom ... 5.72 eV/A
E_HOMO (spin up / spin down) ... -10.92 / -11.02 eV
Energy above the lowest of the compared OMol25 structures with the same formula, charge and spin ... 5.953 eV

The geometry in ORCA input format:
```
! wB97M-V def2-TZVPD RIJCOSX def2/J DEFGRID3
* xyz 1 1
C -2.060 -1.440 0.605
C 0.166 -0.893 0.195
C -0.814 1.119 -0.346
C 1.587 -0.806 -0.116
C 2.014 0.642 -0.561
C 1.598 1.595 0.609
C -2.305 0.870 -0.539
N -0.796 -1.740 0.184
N -2.643 -0.256 0.344
O -3.078 1.905 -0.200
S -0.092 2.425 0.381
H -2.638 -2.324 0.956
H 2.127 -1.084 0.785
H 1.925 -1.392 -0.935
H 3.125 0.828 -0.671
H 1.677 0.929 -1.552
H 1.453 0.965 1.483
H 2.330 2.479 0.522
H -2.377 0.710 -1.574
H -0.571 -2.764 0.014
H -3.461 0.040 0.865
H -4.012 1.902 -0.604
*
```


Entry 7:
Molecular formula: C7H11N2S
Method: DFT, ωB97M-V/def2-TZVPD

Properties
Strongest force on any atom ... 3.42 eV/A
E_HOMO (spin up / spin down) ... -11.57 / -12.04 eV
Energy above the lowest of the compared OMol25 structures with the same formula, charge and spin ... 4.033 eV

The geometry in ORCA input format:
```
! wB97M-V def2-TZVPD RIJCOSX def2/J DEFGRID3
* xyz 1 1
C -1.817 -1.019 -2.130
C -2.552 0.064 -1.801
C -0.549 -1.206 -1.576
C -2.103 0.957 -0.794
C -0.165 -0.414 -0.497
C -0.864 0.728 -0.239
C 1.943 -0.838 0.899
N -0.235 1.659 0.880
N 1.489 -0.064 1.978
S 2.237 -2.591 0.972
H -2.144 -1.620 -2.982
H -3.590 0.206 -2.115
H 0.095 -1.753 -2.155
H -2.642 1.854 -0.468
H 2.572 -0.365 0.153
H 0.480 2.232 0.392
H 0.303 1.060 1.694
H -1.088 2.168 1.120
H 0.777 -0.594 2.523
H 2.237 0.188 2.572
H 2.817 -2.307 -0.195
*
```


Entry 8:
Molecular formula: C7H11N3
Method: DFT, ωB97M-V/def2-TZVPD

Properties
Strongest force on any atom ... 3.11 eV/A
E_HOMO ... -7.35 eV
Energy above the lowest of the compared OMol25 structures with the same formula, charge and spin ... 4.610 eV

The geometry in ORCA input format:
```
! wB97M-V def2-TZVPD RIJCOSX def2/J DEFGRID3
* xyz 0 1
C 1.457 0.617 0.451
C -0.640 1.799 -0.104
C -1.288 0.683 -0.772
C -1.499 -1.494 0.709
C -1.752 -1.845 -0.720
C -1.309 3.130 -0.301
C 2.794 -1.152 -0.378
N 0.537 1.616 0.285
N 1.867 -0.024 -0.570
N -1.435 -0.508 -0.381
H 1.903 0.583 1.511
H -2.287 -1.420 1.504
H -0.536 -1.838 1.141
H -0.982 -2.400 -1.155
H -2.772 -2.175 -1.046
H -1.775 3.289 -1.265
H -2.005 3.304 0.581
H -0.535 3.921 -0.111
H 2.206 -1.881 -0.959
H 3.742 -0.861 -0.921
H 3.064 -1.314 0.728
*
```